DFT (the ωB97M-V functional and the def2-TZVPD basis) results for a molecular structure, C11H6F6IrNO5 in a non-equilibrium geometry.

Each line ends with the Mulliken charge.
Geometry (Å):
1 Ir -0.0252 0.2814 0.0000  1.1205
2 O -3.5037 2.3800 0.0000  -0.2009
3 C -2.4337 1.8647 0.0000  0.4525
4 O -2.0290 0.6750 0.0000  -0.4510
5 C -1.1602 2.8628 0.0000  0.5017
6 C -1.2306 4.2125 0.0000  -0.3975
7 C 0.0263 4.9080 0.0000  -0.2886
8 C 1.2229 4.2305 0.0000  -0.5684
9 C 1.2196 2.8384 0.0000  0.3521
10 N -0.0119 2.1699 0.0000  0.0137
11 C 2.3534 1.8779 0.0000  0.3401
12 O 3.5008 2.2767 0.0000  -0.5537
13 O 1.9348 0.6382 0.0000  -0.4884
14 H -2.1747 4.7291 0.0000  0.4720
15 H -0.0063 5.9896 0.0000  0.4536
16 H 2.1708 4.7518 0.0000  0.5016
17 C 1.5145 -3.3196 0.0001  -1.6955
18 C 0.0298 -2.9185 0.0000  0.4269
19 O -0.1268 -1.5977 0.0000  -0.5939
20 C -0.7053 -3.4795 -1.2890  0.8392
21 F -1.9732 -3.1006 -1.3065  -0.2227
22 F -0.6459 -4.7956 -1.3753  -0.2294
23 F -0.1131 -2.9548 -2.3578  -0.2534
24 C -0.7054 -3.4795 1.2890  0.8395
25 F -0.6460 -4.7956 1.3752  -0.2292
26 F -1.9734 -3.1006 1.3062  -0.2222
27 F -0.1133 -2.9548 2.3578  -0.2532
28 H 1.9915 -2.8936 -0.8832  0.4473
29 H 1.6231 -4.4014 0.0001  0.4397
30 H 1.9914 -2.8936 0.8834  0.4477

Summary:
Net charge ... +1
LUMO (alpha / beta) ... -7.271 / -9.621 eV
2S+1 ... 2
⟨S²⟩ ... 0.78

***

DFT (the ωB97M-V functional and the def2-TZVPD basis) results for a molecular structure, C22H35ClO2P2Pd in a non-equilibrium geometry.

Each line ends with the Mulliken charge.
Geometry (Å):
1 P 3.6336 -0.0142 -2.7466  1.0558
2 P 0.2748 -1.6287 3.2237  0.7567
3 C 1.9486 -1.4825 1.3638  -1.6864
4 C 1.5252 -2.5550 2.2620  -0.4592
5 H 2.0174 -0.4345 1.7310  0.6645
6 H 1.8263 -1.6858 0.3189  0.2310
7 H 0.9588 -3.3752 1.7693  0.4180
8 H 2.2975 -2.9611 2.9529  0.3579
9 C 0.9275 -0.2615 4.1602  -1.0639
10 H 0.1869 0.5479 4.2819  0.3691
11 H 1.7958 0.1614 3.6334  0.3154
12 H 1.2412 -0.5955 5.1585  0.4195
13 C -0.6113 -2.9705 4.0117  -1.2418
14 H -0.1532 -3.2372 4.9677  0.4154
15 H -0.5656 -3.8487 3.3560  0.3762
16 H -1.6696 -2.7491 4.1717  0.3434
17 C 4.1489 1.6477 -3.2621  -1.2441
18 H 3.3835 2.1133 -3.9333  0.3852
19 H 5.1131 1.5095 -3.8115  0.3888
20 H 4.3120 2.3050 -2.3828  0.3959
21 C 3.4459 -1.0085 -4.2385  -1.2033
22 H 3.3860 -2.0674 -3.9424  0.3398
23 H 4.3545 -0.8294 -4.8455  0.3908
24 H 2.5433 -0.7213 -4.8078  0.4420
25 Pd 3.9295 -0.4690 -0.0337  -0.0489
26 C 4.7897 -2.1142 0.8754  0.5996
27 C 4.8890 -0.9701 1.6954  -0.6156
28 C 6.0648 -0.0211 1.7635  -0.6885
29 C 6.7336 0.2024 0.3783  -1.2579
30 C 5.6730 0.2389 -0.6895  -0.3787
31 C 5.3855 -0.8021 -1.6435  0.0622
32 C 5.7553 -2.2685 -1.4438  -0.3601
33 C 5.8737 -2.7223 0.0180  -1.3611
34 C 2.0792 0.0153 -1.4292  -1.4865
35 H 3.9837 -2.8208 1.1700  0.2913
36 H 4.1355 -0.8960 2.4765  0.3461
37 H 6.7851 -0.3852 2.4993  0.3729
38 H 5.7022 0.9608 2.1201  0.3273
39 H 7.2653 1.1666 0.3797  0.3868
40 H 7.4694 -0.5751 0.1737  0.2990
41 H 5.4171 1.2641 -1.0024  0.1403
42 H 5.5955 -0.5378 -2.6939  0.3119
43 H 6.6569 -2.4970 -2.0282  0.3153
44 H 4.9972 -2.8851 -1.9473  0.3028
45 H 5.7194 -3.8088 0.0032  0.4541
46 H 6.8946 -2.5259 0.3817  0.2778
47 H 1.4706 -0.8512 -1.0819  0.4126
48 H 1.5990 0.1604 -2.4292  0.4536
49 H 1.9218 0.8969 -0.7870  0.5198
50 Cl -6.8045 1.1148 1.0329  -0.2654
51 C -5.1099 0.8645 1.0790  0.3056
52 C -4.2265 1.9435 0.8521  -0.5142
53 C -2.8310 1.7153 0.9436  -0.5050
54 C -2.3487 0.4505 1.2615  0.1877
55 C -3.2254 -0.6466 1.3224  -0.4960
56 C -4.6227 -0.4275 1.3065  -0.6214
57 C -0.9480 0.2532 1.6659  0.4828
58 O 0.0007 0.9937 1.5455  -0.7348
59 O -0.8505 -1.0126 2.2508  -0.2668
60 H -4.6465 2.9136 0.6149  0.3904
61 H -2.1466 2.5293 0.7574  0.3873
62 H -2.8515 -1.6478 1.4139  0.4430
63 H -5.3052 -1.2597 1.4529  0.3640

Summary:
LUMO (alpha / beta) ... 0.016 / -0.005 eV
2S+1 ... 3
⟨S²⟩ ... 2.04

***

Here are the calculated molecular weight numbers, same order: 538.38; 535.34 (g/mol).
Here are the calculated energy above the lowest of the compared OMol25 structures with the same formula, charge and spin numbers, same order: 2.972; 5.129 (eV).
Here are the calculated calculated total energy numbers, same order: -42364.172; -62045.492 (eV).